48
Properties=species:S:1:pos:R:3 method="wB97M-V/def2-TZVPD" energy_ha=-1257.660929 homo_lumo_gap_ev=7.50 e_homo_ha=-0.3004 molar_mass_g_mol=390.45
O 5.2235 0.8731 -1.3320
N -1.3626 -2.0240 2.5515
N 0.0551 0.8478 3.8228
N -0.3420 0.0598 1.6992
N -1.5210 -2.2660 4.9371
C 1.8351 -0.6263 -1.2935
C 5.9688 -0.0767 -2.1221
C -3.4220 -1.4327 -1.2901
C 3.9060 0.6325 -1.0906
C 1.8432 1.5247 -0.1926
C -1.7113 -2.7034 3.6899
C -0.8021 -0.8748 2.6087
C -0.8678 2.7787 -1.1342
C 3.2109 -0.5161 -1.5304
C 0.1658 1.0408 2.4687
C -3.2065 3.1564 -1.8145
C -2.4588 0.9757 -1.1239
C -2.4310 -0.4762 -1.0272
C -1.1340 -0.8692 -0.5804
C -1.7820 -3.1698 -0.7761
C 1.1170 0.3798 -0.5710
C -3.4892 1.8043 -1.5825
C 3.2049 1.6442 -0.3974
C -0.3338 0.3417 -0.1205
C -1.8973 3.6315 -1.6163
C -1.1564 1.4690 -0.7423
C -3.0743 -2.7882 -1.1823
C -0.9406 -1.0807 5.1452
C -0.5450 -0.3364 4.0191
C -0.7988 -2.2053 -0.4628
H 0.1373 3.1753 -1.0319
H 1.3355 -1.5269 -1.6453
H 0.1812 -2.4733 -0.0787
H -4.4105 -1.0838 -1.5906
H 1.3368 2.3320 0.3358
H 6.9719 0.3417 -2.1525
H -4.4756 1.3718 -1.7788
H -2.1859 -3.6866 3.5595
H -3.8111 -3.5594 -1.4266
H 3.7491 -1.3267 -2.0342
H 5.9774 -1.0673 -1.6439
H -3.9876 3.8186 -2.2000
H -1.6802 4.6837 -1.8115
H 0.6195 1.9202 2.1248
H 3.7648 2.4940 -0.0189
H -1.5239 -4.2127 -0.6372
H 5.5483 -0.1533 -3.1360
H -0.8008 -0.7615 6.2067

***

51
Properties=species:S:1:pos:R:3 method="wB97M-V/def2-TZVPD" energy_ha=-1170.944803 smiles="CCCCOC(=O)[C@@H]1[C@H]2C(=O)N(c3ccccc3CC)C[C@]23C=C[C@H]1O3" e_above_lowest_kj_mol=121.8 homo_lumo_gap_ev=9.60 e_homo_ha=-0.3240 molar_mass_g_mol=355.43
O -3.1720 -0.0571 -0.9222
O -2.6842 0.5361 1.1875
O 1.2338 -1.6435 0.2949
O 0.6889 2.0126 -1.0427
N 2.4393 0.2801 0.6040
C -0.1857 2.9256 0.8593
C 2.2235 1.7015 0.8343
C -2.3472 0.3163 0.0532
C 3.7580 -0.2399 0.5914
C 3.4692 -1.1887 -1.7538
C 0.7972 1.8900 0.3751
C 0.1257 0.5062 0.6163
C -1.1505 2.9182 -0.0529
C -6.9486 -1.0452 1.2314
C 5.5718 -1.4128 -0.4230
C -0.9420 0.4791 -0.4755
C 4.5583 0.0008 1.7036
C 1.3030 -0.4495 0.4726
C 4.2631 -0.9486 -0.5020
C -4.7779 -1.6239 0.0328
C 6.3661 -1.1792 0.6836
C -4.5482 -0.2432 -0.5769
C -0.7159 1.9112 -1.0984
C 5.8580 -0.4635 1.7533
C -6.2598 -1.9476 0.2140
C 3.2130 0.1033 -2.5334
H -6.9997 -0.0197 0.8752
H -0.3192 0.4071 1.6089
H 2.5196 -1.6615 -1.5009
H -4.2694 -1.6690 0.9977
H 2.5542 0.7758 -1.9910
H -6.3417 -2.9840 0.5474
H -6.7689 -1.8686 -0.7493
H 5.9770 -1.9659 -1.2583
H 2.3282 1.9647 1.8930
H -5.0951 -0.1341 -1.5158
H -0.1162 3.4537 1.7883
H 2.9252 2.2911 0.2402
H 4.0253 -1.8804 -2.3904
H 2.7446 -0.1292 -3.4872
H -4.8417 0.5426 0.1249
H -7.9635 -1.3907 1.4136
H 4.1519 0.6187 -2.7293
H -4.3216 -2.3664 -0.6257
H -1.0937 2.0341 -2.1088
H -0.7421 -0.2771 -1.2357
H -2.0777 3.4542 -0.0739
H 7.3792 -1.5517 0.7103
H 6.4665 -0.2728 2.6245
H 4.1498 0.5469 2.5410
H -6.4076 -1.0558 2.1745

***

72
Properties=species:S:1:pos:R:3 method="wB97M-V/def2-TZVPD" energy_ha=-1612.385517 smiles="CCCOc1ccc([C@H]2c3c(oc4cc(C)c(C)cc4c3=O)C(=O)N2CCCN(C)C)cc1OCC" e_above_lowest_kj_mol=250.1 homo_lumo_gap_ev=7.97 e_homo_ha=-0.2925 molar_mass_g_mol=492.62
O 2.5661 -0.0456 3.4869
O 1.7427 -2.4379 1.8669
O -1.7756 3.0220 -2.7805
O -1.3265 -1.3874 -0.7078
O 0.9038 3.4526 -3.6946
N 0.9751 0.9915 2.1999
N -1.9042 1.5015 3.2875
C 1.7195 -0.0599 2.6184
C 0.1673 -3.0496 0.1220
C 0.2436 1.4451 -0.1188
C 0.0571 3.4031 -4.8294
C 1.1989 -3.3549 1.0201
C 0.0218 0.6715 1.1594
C 1.6718 2.3551 -1.7997
C 1.0834 2.3041 2.7809
C 1.2246 -5.6463 0.2534
C -3.2584 1.8475 2.9024
C -0.1770 1.9816 -5.3424
C 0.2576 -0.7931 0.9563
C 0.1883 -5.3525 -0.6533
C 1.2513 -1.2040 1.7823
C 1.5183 1.6923 -0.5984
C -1.8977 0.3332 4.1464
C 0.5811 2.7862 -2.5486
C 1.7961 -7.0264 0.3301
C -0.7171 2.5572 -2.0473
C -3.5783 3.7172 -1.2779
C -0.4071 -1.6934 0.0354
C -0.8552 1.8802 -0.8432
C -0.3157 -4.0710 -0.7004
C 1.1238 1.3062 -5.7582
C -3.0986 2.7542 -2.3611
C 0.2805 2.4681 4.0778
C 1.7127 -4.6492 1.0742
C -0.3584 -6.4174 -1.5522
C -1.2265 2.6428 3.8850
H -3.1990 1.7119 -2.0380
H -2.4209 -0.4782 3.6419
H -3.7000 2.8930 -3.2650
H -0.8602 2.0364 -6.1921
H 0.7648 3.0345 2.0338
H 0.4266 -6.8215 -2.1903
H -1.1105 -3.8129 -1.3849
H -0.8743 0.0140 4.3288
H 1.0220 -7.7455 0.5950
H -0.9000 3.8915 -4.6245
H 2.1407 2.4643 3.0141
H -4.6102 3.4936 -1.0209
H 1.8116 1.2668 -4.9169
H 2.3842 1.3635 -0.0441
H -3.7118 0.9969 2.3947
H 2.6547 2.5541 -2.1975
H -0.7661 -7.2411 -0.9673
H 0.6010 3.9856 -5.5793
H -1.1464 -6.0165 -2.1833
H 2.2052 -7.3235 -0.6347
H -2.9646 3.6362 -0.3844
H -3.2352 2.6916 2.2138
H -1.6737 2.8921 4.8649
H -1.8342 1.6641 -0.4491
H -2.3892 0.5207 5.1131
H -3.5179 4.7401 -1.6414
H -0.6593 1.3941 -4.5592
H 1.5992 1.8582 -6.5663
H 0.9337 0.2903 -6.0963
H -3.8894 2.1179 3.7627
H -1.3879 3.4968 3.2200
H 0.4968 1.6209 4.7280
H -0.9920 0.8648 1.5375
H 0.6435 3.3661 4.5815
H 2.5067 -4.8497 1.7770
H 2.5866 -7.0763 1.0735

***

20
Properties=species:S:1:pos:R:3 method="wB97M-V/def2-TZVPD" energy_ha=-365.319180 smiles="C=C(C)NC.O.O" e_above_lowest_kj_mol=323.7 homo_lumo_gap_ev=8.94 e_homo_ha=-0.3049 molar_mass_g_mol=107.15
O -0.1892 -2.0012 0.8342
O -1.3642 -5.0284 0.4104
N -0.4012 0.6867 -0.9143
C 0.8103 -0.2041 -1.0619
C -0.9247 2.7997 -0.1460
C -0.0867 1.8180 -0.1804
C 1.1115 1.8404 0.6803
H -1.8509 3.0234 -0.5968
H 0.9387 1.3972 1.6749
H -0.7737 3.4009 0.6830
H -0.1666 -1.0736 0.4534
H -0.9737 -1.8440 1.4117
H 1.2307 2.8989 1.2459
H -1.1733 -4.3754 -0.2651
H -1.0602 0.7121 -1.7121
H 1.5126 -0.3312 -0.2141
H -0.9801 -4.6041 1.0664
H 0.5509 -1.0514 -1.6913
H 1.6341 0.2219 -1.8864
H 2.1559 1.7139 0.2081

***

16
Properties=species:S:1:pos:R:3 method="wB97M-V/def2-TZVPD" energy_ha=-1103.070525 e_above_lowest_kj_mol=682.1 homo_lumo_gap_ev=2.98 e_homo_ha=-0.3435 molar_mass_g_mol=138.21
S -2.8468 -0.4263 0.6196
S 1.7440 -0.7565 1.1231
O 3.7831 0.3924 -0.8580
O 0.6825 -0.6122 -1.8829
O -0.8858 0.7317 2.7438
O -2.2677 0.3130 -2.1978
H -3.9895 0.0246 1.1676
H 2.4626 -0.3578 2.2038
H -0.1980 -0.2486 -1.8592
H 4.6673 0.5364 -0.4852
H -0.0840 0.3195 2.2249
H -1.6400 0.5391 2.2226
H -2.4597 -0.0797 -1.2819
H -3.1535 0.6785 -2.5208
H 0.9316 -0.8495 -0.9407
H 3.2539 -0.2047 -0.2790

***

14
Properties=species:S:1:pos:R:3 method="wB97M-V/def2-TZVPD" energy_ha=-287.503196 smiles=C#C[C@@H](C)CC#N e_above_lowest_kj_mol=220.6 homo_lumo_gap_ev=11.26 e_homo_ha=-0.3841 molar_mass_g_mol=93.13
N -2.4105 -2.3975 0.0664
C -0.0405 1.6662 0.3073
C 1.3490 -0.4212 0.4009
C -1.7179 -1.5589 -0.3238
C -0.8190 -0.4945 -0.7772
C -0.0086 0.1389 0.3921
C 2.4424 -0.9219 0.3114
H -1.4224 0.2646 -1.2819
H -1.0845 1.9959 0.3135
H 0.4158 1.9915 -0.6298
H -0.4745 -0.1490 1.3337
H -0.1321 -0.9024 -1.5229
H 0.4800 2.1375 1.1482
H 3.4229 -1.3492 0.2620